# C5H12NO2PS

A structure of composition C5H12NO2PS (ωB97M-V/def2-TZVPD, the Open Molecules 2025 dataset).

Positions of all 22 atoms, in Å:
C (0.207, 1.999, -0.287)
C (-0.588, 0.849, 0.063)
C (1.549, -0.342, 0.117)
C (1.902, -1.076, -1.176)
C (2.253, -0.854, 1.374)
N (0.039, -0.216, 0.245)
O (-2.461, -0.742, -1.132)
O (-4.531, -0.098, 0.442)
P (-2.937, 0.176, -0.041)
S (2.043, 1.406, 0.041)
H (-0.055, 2.434, -1.262)
H (0.197, 2.764, 0.489)
H (-3.362, 1.507, -0.344)
H (1.926, -2.093, -0.884)
H (3.038, -0.899, -1.388)
H (1.268, -0.867, -2.038)
H (1.679, -0.607, 2.257)
H (3.263, -0.447, 1.232)
H (2.514, -1.911, 1.266)
H (-0.626, -0.971, 0.238)
H (-4.851, 0.036, -0.481)
H (-2.468, -0.045, 1.268)

Summary:
highest occupied orbital energy	-8.62	eV
ΔE to the lowest compared entry with this formula, charge and spin	3.992	eV
DFT total energy	-1142.41524	Ha
lowest unoccupied orbital energy	0.65	eV